DFT (ωB97M-V/def2-TZVPD) results for a single C6H16N2 molecule in a non-equilibrium geometry.

```
24
C6H16N2, DFT ωB97M-V/def2-TZVPD
C 0.358 2.191 -1.484
C -0.354 1.005 -2.092
C -0.269 -0.337 -1.353
C -1.292 -0.446 -0.206
C -0.969 -0.042 1.279
N -0.296 -1.039 2.091
C 0.975 -1.651 1.714
N 2.083 -0.780 1.477
H 1.439 2.085 -1.527
H 0.078 3.159 -1.918
H 0.128 2.480 -0.446
H -1.416 1.267 -2.186
H 0.055 0.887 -3.103
H 0.774 -0.494 -1.107
H -0.511 -1.110 -2.087
H -2.215 0.081 -0.424
H -1.611 -1.499 -0.265
H -1.895 0.242 1.754
H -0.360 0.871 1.314
H -0.877 -1.765 2.482
H 1.164 -2.341 2.547
H 0.786 -2.320 0.849
H 2.130 -0.425 0.534
H 2.093 -0.018 2.156
```


DFT (ωB97M-V/def2-TZVPD) results for a single C6H16N2O molecule in a non-equilibrium geometry.

```
25
C6H16N2O, DFT ωB97M-V/def2-TZVPD
C 0.132 2.079 -1.343
C 0.237 1.785 0.145
C -0.395 0.464 0.656
N -0.172 0.432 2.103
O -1.794 0.559 0.508
C 0.143 -0.896 0.008
C -0.255 -1.070 -1.471
C -0.451 -2.121 0.752
N 1.619 -0.997 0.131
H 0.300 3.147 -1.523
H -0.851 1.823 -1.746
H 0.908 1.550 -1.901
H 1.293 1.846 0.436
H -0.271 2.621 0.648
H 0.793 0.112 2.234
H -0.204 1.378 2.476
H -2.115 0.209 1.359
H -1.321 -0.867 -1.624
H -0.070 -2.095 -1.815
H 0.313 -0.427 -2.145
H -0.102 -3.064 0.312
H -1.545 -2.124 0.700
H -0.164 -2.146 1.809
H 1.922 -1.900 -0.238
H 2.053 -0.298 -0.472
```


DFT (ωB97M-V/def2-TZVPD) results for a molecular structure, C6H16N2O in a non-equilibrium geometry.

```
25
C6H16N2O, DFT ωB97M-V/def2-TZVPD
C 0.982 -0.316 0.224
C -0.101 0.477 -0.299
C -1.208 -0.367 1.251
C -0.704 0.080 -1.621
C 2.305 0.244 -1.172
C -2.503 -0.948 0.732
N 1.684 0.072 1.402
N -0.038 1.845 -0.059
O 0.901 -1.675 0.020
H 1.729 -2.042 0.352
H 2.093 0.991 1.288
H 1.123 0.009 2.242
H -0.420 2.445 -0.774
H -0.283 2.170 0.864
H -1.361 0.543 1.834
H -0.740 -1.088 1.922
H -0.607 -0.989 -1.785
H -0.220 0.618 -2.435
H -1.759 0.356 -1.643
H 2.396 1.323 -1.261
H 2.025 -0.230 -2.108
H 3.226 -0.190 -0.786
H -3.162 -1.265 1.549
H -2.297 -1.836 0.132
H -3.061 -0.227 0.130
```


DFT (ωB97M-V/def2-TZVPD) results for a molecular structure, C6H16N2O in a non-equilibrium geometry.

```
25
C6H16N2O, DFT ωB97M-V/def2-TZVPD
C 0.451 -0.409 0.336
C -0.274 0.763 0.714
C -1.844 -0.448 0.507
C 0.602 -0.849 -1.096
C 0.768 -1.459 1.366
C -2.549 -0.123 -0.783
N 2.553 1.300 -0.640
N -0.303 1.872 -0.088
O 2.157 0.649 0.556
H -0.338 0.939 1.784
H 3.014 2.180 -0.409
H 3.299 0.739 -1.060
H -0.260 2.742 0.423
H 0.465 1.871 -0.790
H -2.359 -0.053 1.381
H -1.713 -1.515 0.668
H -0.040 -1.705 -1.311
H 1.637 -1.147 -1.250
H 0.358 -0.061 -1.804
H 1.855 -1.538 1.408
H 0.394 -1.193 2.354
H 0.366 -2.430 1.078
H -2.491 0.944 -1.009
H -3.609 -0.387 -0.712
H -2.140 -0.683 -1.623
```


DFT (ωB97M-V/def2-TZVPD) results for 2 unconnected molecules or ions with the total composition C6H16N2O4S in a non-equilibrium geometry.

```
29
C6H16N2O4S, DFT ωB97M-V/def2-TZVPD
N 1.519 -2.979 2.355
C 0.413 -2.171 1.853
C -0.394 -2.982 0.815
C -0.822 -2.163 -0.404
O -0.268 -2.677 -1.637
S 1.225 -2.207 -2.035
O 2.061 -2.389 -0.879
O 1.090 -0.586 -2.173
H 2.309 -2.897 1.727
H 1.804 -2.668 3.274
H -0.253 -1.920 2.666
H 0.732 -1.245 1.381
H 0.251 -3.767 0.458
H -1.256 -3.410 1.309
H -1.892 -2.254 -0.520
H -0.639 -1.108 -0.275
H 0.773 -0.180 -1.344
C -0.386 1.757 0.000
O -1.251 1.140 0.592
N -0.523 2.992 -0.497
C 0.555 3.666 -1.197
C -1.799 3.670 -0.326
H 0.625 1.342 -0.171
H 0.820 4.590 -0.679
H 0.249 3.907 -2.216
H 1.432 3.024 -1.237
H -2.030 3.771 0.735
H -2.596 3.092 -0.793
H -1.749 4.654 -0.782
```


DFT (ωB97M-V/def2-TZVPD) results for 2 unconnected molecules or ions with the total composition C6H16N2OS in a non-equilibrium geometry.

```
26
C6H16N2OS, DFT ωB97M-V/def2-TZVPD
C -4.022 -0.563 -0.127
C 0.829 -1.547 1.468
C 1.417 -2.123 -0.860
C 1.447 2.532 0.144
C 1.877 0.196 0.013
C 1.373 -1.246 0.121
N -1.730 0.115 -1.284
N 0.810 1.191 0.240
O -2.109 0.686 1.142
S -2.214 -0.461 0.253
H -4.099 -1.193 -1.085
H -4.454 -1.002 0.727
H 0.526 -2.667 1.419
H -0.108 -0.802 1.495
H 1.645 -1.458 2.229
H -4.365 0.366 -0.521
H 1.280 -3.172 -0.724
H 1.932 -1.981 -1.824
H 2.476 2.455 -0.056
H 1.067 3.128 -0.744
H 0.997 3.080 0.942
H 2.725 0.163 0.784
H 2.138 0.211 -1.047
H -1.739 -0.640 -1.928
H -0.850 0.731 -1.302
H 0.304 0.978 1.096
```


DFT (ωB97M-V/def2-TZVPD) results for a molecular structure, C6H16N3 in a non-equilibrium geometry.

Results
Charge = +1

```
25
C6H16N3, DFT ωB97M-V/def2-TZVPD
C 0.087 -0.124 -0.353
C -1.202 0.523 0.020
C -1.133 1.661 1.067
C 1.942 -1.392 0.754
C 2.300 0.612 -0.814
C 1.418 0.000 0.273
N -1.263 -0.901 0.623
N -2.059 -1.642 -0.277
N -2.128 0.716 -0.971
H 0.013 -0.716 -1.352
H -0.413 2.508 0.965
H -0.777 1.327 2.009
H -2.141 2.020 1.214
H 1.634 -2.207 0.122
H 1.647 -1.743 1.846
H 3.020 -1.326 0.925
H 2.106 1.720 -0.782
H 2.159 0.265 -1.787
H 3.368 0.545 -0.464
H 1.419 0.675 1.109
H -2.701 -2.274 0.247
H -1.620 -2.235 -1.026
H -2.603 -0.854 -0.625
H -1.727 0.832 -1.926
H -2.866 1.309 -0.609
```


DFT (ωB97M-V/def2-TZVPD) results for a gas-phase ion, C6H16N3 (charge +1) in a non-equilibrium geometry.

Results
Charge = +1

```
25
C6H16N3, DFT ωB97M-V/def2-TZVPD
C -2.274 -1.763 -0.043
N -1.066 -1.394 0.006
C -0.576 -0.088 -0.209
N -1.150 0.920 0.533
C -1.720 2.084 -0.181
N 1.104 -0.189 -0.004
C 1.270 -0.627 1.383
C 1.675 1.068 -0.262
C 1.583 -1.205 -0.882
H -2.308 -2.781 -0.306
H -3.282 -1.303 0.034
H -0.457 0.073 -1.287
H -1.854 0.521 1.194
H -1.024 2.383 -1.149
H -2.781 1.978 -0.530
H -1.655 2.907 0.542
H 0.830 -1.583 1.590
H 2.341 -0.574 1.628
H 0.734 0.178 1.947
H 2.710 1.097 0.128
H 1.800 1.272 -1.313
H 1.029 1.746 0.277
H 1.759 -0.968 -1.918
H 2.490 -1.620 -0.547
H 0.824 -2.132 -0.634
```


DFT (ωB97M-V/def2-TZVPD) results for 2 unconnected molecules or ions with the total composition C6H16N3O6 in a non-equilibrium geometry.

Results
Charge = +1

```
31
C6H16N3O6, DFT ωB97M-V/def2-TZVPD
C -0.142 1.064 0.958
C -2.238 -0.992 0.082
C 1.873 -0.125 0.108
C -2.949 1.201 -0.353
C 0.775 1.897 -1.095
C 1.909 -2.570 0.320
N -1.912 0.237 -0.035
N 0.787 0.960 0.016
N 1.211 -1.373 -0.178
O -0.120 0.210 1.961
O -0.751 2.201 1.208
O -3.484 -1.426 -0.054
O -1.369 -1.944 0.352
O 2.440 -0.055 1.340
O 2.819 0.161 -0.828
H -2.902 2.032 0.351
H -2.794 1.574 -1.366
H -3.940 0.754 -0.294
H 1.144 2.879 -0.787
H 1.442 1.517 -1.866
H -0.231 1.968 -1.509
H 1.842 -2.603 1.406
H 1.400 -3.441 -0.082
H 2.959 -2.597 0.022
H 1.130 -1.439 -1.190
H -0.747 0.487 2.653
H -0.755 2.824 0.467
H -3.525 -2.388 0.052
H -0.419 -1.655 0.299
H 1.909 -0.490 2.020
H 3.573 0.605 -0.413
```


DFT (ωB97M-V/def2-TZVPD) results for a gas-phase ion, C6H16N3OSi (charge +1) in a non-equilibrium geometry.

Results
Charge = +1

```
27
C6H16N3OSi, DFT ωB97M-V/def2-TZVPD
C 3.616 -0.579 -0.183
C 2.495 0.280 0.409
C 1.351 0.629 -0.562
O 0.496 -0.398 -0.882
N -0.555 -0.802 0.027
C -0.490 -2.346 0.376
N -1.690 -2.788 0.090
C -2.366 -1.892 -0.545
N -1.827 -0.638 -0.428
Si -2.641 0.875 -0.902
C -2.755 1.524 0.870
H 4.299 -0.913 0.566
H 3.118 -1.411 -0.657
H 4.238 -0.144 -0.923
H 2.748 1.205 0.746
H 2.285 -0.227 1.383
H 0.776 1.522 -0.133
H 1.868 0.843 -1.631
H -0.333 -0.262 0.924
H -0.193 -2.364 1.451
H 0.351 -2.729 -0.133
H -3.317 -2.029 -0.954
H -1.545 1.598 -1.543
H -3.794 0.411 -1.778
H -2.561 2.556 1.097
H -3.700 1.248 1.344
H -2.214 0.883 1.623
```


DFT (ωB97M-V/def2-TZVPD) results for a molecular structure, C6H16N3SeSr in a non-equilibrium geometry.

Results
Charge = -1

```
27
C6H16N3SeSr, DFT ωB97M-V/def2-TZVPD
C -0.295 0.440 -4.389
Sr -0.463 -0.403 -1.821
N -0.919 -2.155 0.141
H 0.470 -2.442 -2.722
H -0.085 -2.327 0.711
H -0.930 -0.435 -3.999
H 0.177 0.070 -5.315
H 0.511 0.788 -3.729
H -0.954 1.275 -4.659
H -1.682 -1.974 0.798
H -1.138 -3.042 -0.326
C -1.704 2.058 1.284
N -0.660 1.097 1.600
C -0.575 0.393 2.788
C 0.586 -0.293 2.767
N 1.209 -0.015 1.564
C 2.538 -0.472 1.194
C 0.480 0.910 0.858
Se 1.010 1.847 -0.667
H -2.674 1.545 1.197
H -1.474 2.544 0.328
H -1.778 2.829 2.067
H -1.341 0.473 3.545
H 1.045 -0.936 3.504
H 3.278 -0.180 1.955
H 2.546 -1.569 1.093
H 2.821 -0.027 0.233
```


DFT (ωB97M-V/def2-TZVPD) results for a molecular structure, C6H16N4 in a non-equilibrium geometry.

```
26
C6H16N4, DFT ωB97M-V/def2-TZVPD
C -1.181 -0.718 1.437
C 0.121 1.309 1.536
C 1.301 -2.112 0.200
N -0.306 0.190 0.729
C 1.313 -0.688 -0.307
N 2.358 0.071 -0.379
H 3.107 -0.266 0.220
H -0.639 -1.249 2.229
H -1.621 -1.421 0.728
H -1.998 -0.180 1.936
H -0.667 2.067 1.642
H 1.005 1.759 1.078
H 0.370 0.991 2.556
H 1.655 -2.123 1.231
H 0.314 -2.570 0.164
H 1.986 -2.729 -0.388
C -0.712 1.930 -1.254
C -0.902 0.450 -0.999
N 0.399 -0.442 -1.470
N -1.938 -0.244 -1.357
H 0.925 0.003 -2.220
H -0.100 -1.266 -1.807
H -2.745 0.349 -1.526
H 0.301 2.249 -1.017
H -0.920 2.143 -2.305
H -1.426 2.495 -0.657
```


Calculated total energy (computed, eV): -9460.997; -11509.480; -11506.034; -11504.671; -28486.041; -22341.127; -10942.170; -10942.737; -23230.861; -20866.032; -77130.707; -12438.771